The following is a quantum chemistry calculation of a molecular structure, C19H28DyNO5, from OMol25.

Structure (XYZ):
```
54
C19H28DyNO5 (the ωB97M-V functional and the def2-TZVPD basis)
O -4.44419 -0.13248 -3.59351
C -4.22832 -0.82328 -4.88723
C -5.65352 -1.07682 -5.29129
H -3.74436 -1.82345 -4.88304
H -3.65206 -0.16843 -5.52822
C -5.88085 -0.34866 -3.95794
H -5.94759 -2.11507 -5.37877
H -5.94005 -0.54523 -6.19360
C -6.58072 -1.20039 -2.89224
H -6.04609 -2.14582 -2.68488
H -7.58748 -1.43957 -3.27697
H -6.66740 -0.57951 -1.98103
C -6.70328 0.91375 -4.26739
H -6.18477 1.58148 -4.98391
H -6.97867 1.47150 -3.35350
H -7.64488 0.51535 -4.74695
Dy -0.97612 0.22936 -0.47532
C -0.14712 2.61827 -0.31994
C 0.85792 1.82061 -1.01602
C 0.35143 1.51772 -2.29020
H 1.88675 1.68202 -0.67775
C -0.95910 2.11248 -2.41948
C -1.26685 2.74683 -1.18198
H -2.15126 3.34683 -0.97578
H 0.02284 3.09006 0.66334
H 0.88112 1.01917 -3.09511
H -1.56650 2.18772 -3.33040
C -1.33091 0.35180 1.99418
C -2.20643 1.38750 1.50296
C -3.33052 0.76180 0.88052
H -2.08563 2.45937 1.65389
C -3.18325 -0.64472 1.00530
C -1.91295 -0.90589 1.65465
H -1.47909 -1.89059 1.88829
H -0.43502 0.51397 2.61254
H -4.21924 1.24584 0.48978
H -3.90714 -1.42417 0.75760
O -1.23658 -2.86873 -1.80750
C -2.03437 -1.80609 -2.41273
C -2.25655 -2.42916 -3.79849
H -1.52878 -0.74281 -2.64424
H -2.95505 -1.58742 -1.74668
C -0.95364 -3.16487 -4.27077
H -2.44987 -1.49598 -4.35048
H -3.10463 -3.12588 -3.54886
C -0.24656 -3.30437 -2.87362
H -0.34832 -2.52307 -5.02923
H -1.13877 -4.28320 -4.68785
H 0.71559 -2.73767 -2.78740
H -0.02622 -4.36800 -2.61738
O 2.29885 -1.98523 0.19845
N 1.33083 -1.29510 -0.01631
O 1.04206 -0.22377 0.66024
O 0.49153 -1.56663 -0.96126
```

Calculated values
Kohn-Sham gap (alpha / beta)	8.6 / 8.6	eV
highest occupied orbital energy (alpha / beta)	-8.17 / -8.24	eV
total charge	0
multiplicity	6
<S²>	9.35
M	512.9	g/mol
E_tot	-2056.54632	a.u.



The following is a quantum chemistry calculation of a molecular structure, C30H39BN13PTeYb, from OMol25.

Structure (XYZ):
```
86
C30H39BN13PTeYb (the ωB97M-V functional and the def2-TZVPD basis)
Yb -1.07050 0.18478 1.31014
C -2.05528 -1.53734 5.20264
C -0.87254 -1.73933 4.48099
N -0.91614 -1.08826 3.28980
N -2.07431 -0.41749 3.19527
C -2.79501 -0.70683 4.32466
B -2.99338 2.96888 3.12973
N -3.42941 2.77583 1.71388
C -3.87799 3.88090 1.02028
C -3.48424 3.72471 -0.31813
C -2.84310 2.45995 -0.39526
N -2.77981 1.87972 0.81037
N -1.59570 2.85785 3.49338
C -0.95377 3.46586 4.53638
C 0.42029 3.42324 4.32737
C 0.60795 2.76033 3.12174
N -0.59836 2.29923 2.68375
H -2.32152 -1.97340 6.13804
H -0.04009 -2.35622 4.71230
H -3.83292 -0.35394 4.39942
H -3.74095 2.94593 4.06248
H -4.49983 4.63195 1.54297
H -3.76582 4.30566 -1.22242
H -2.29956 2.10307 -1.24790
H -1.46840 3.86734 5.40209
H 1.14987 3.80020 5.06073
H 1.48939 2.55176 2.53165
N -3.59475 -3.05582 -0.31582
C -4.72809 -2.36407 0.12789
C -4.23026 -1.18615 0.64914
N -2.88694 -1.08458 0.42599
C -2.53754 -2.23184 -0.15678
C -1.15687 -2.48735 -0.49478
N -0.10058 -1.70116 -0.10388
C 0.95845 -2.30234 -0.70505
C 0.62670 -3.46388 -1.36322
N -0.74724 -3.54384 -1.24038
H -3.54616 -3.99097 -0.68510
H -5.72242 -2.81428 0.15404
H -4.74217 -0.35033 1.11642
H 1.95808 -1.83324 -0.65842
H 1.21538 -4.20362 -1.94258
H -1.27233 -4.29777 -1.62211
C -0.61104 1.62971 -9.08229
C -0.80881 1.27752 -7.61777
C 0.16081 0.55973 -6.85032
C -0.06620 0.10435 -5.57957
C 0.89792 -0.97727 -4.99589
C -1.21850 0.57316 -4.87245
Te -1.77462 -0.34646 -3.02341
C -2.13716 1.43039 -5.54614
C -3.32441 2.05482 -4.79440
C -1.94675 1.70165 -6.90666
H -0.42194 0.71193 -9.65879
H 0.31605 2.20461 -9.21513
H -1.48282 2.16239 -9.54578
H 1.08075 0.23449 -7.34539
H 1.64052 -1.25531 -5.76593
H 0.35342 -1.88209 -4.68613
H 1.43719 -0.59143 -4.11882
H -2.92311 2.42169 -3.79776
H -4.09756 1.28334 -4.61386
H -3.82435 2.84286 -5.36146
H -2.64701 2.34580 -7.44678
C 4.73700 -1.79393 4.28041
N 4.97844 -0.35163 4.03696
C 6.07277 -0.19355 3.04029
N 5.84388 -0.89997 1.76636
C 5.58034 -2.30442 2.06901
N 4.49237 -2.56794 3.02992
C 3.16514 -2.23889 2.49997
P 3.02403 -0.42584 1.95030
C 3.75590 0.28170 3.54691
C 4.70960 -0.36008 1.01911
H 3.81825 -1.84299 4.86953
H 5.62982 -2.16697 4.82435
H 6.98145 -0.61138 3.50270
H 6.26086 0.83244 2.80637
H 6.48106 -2.79366 2.46010
H 5.31341 -2.84283 1.14736
H 2.45100 -2.42489 3.29951
H 2.88286 -2.91231 1.69012
H 2.98285 0.23779 4.33063
H 3.89419 1.36374 3.34570
H 4.85992 0.69578 0.75266
H 4.63034 -0.96913 0.06480
```

Calculated values
Kohn-Sham gap (alpha / beta)	6.1 / 4.5	eV
highest occupied orbital energy (alpha / beta)	-8.79 / -8.78	eV
total charge	+1
multiplicity	2
<S²>	0.76
M	924.2	g/mol
energy relative to the best compared isomer or geometry (same formula, charge and spin)	93.98	kcal/mol
E_tot	-3671.14809	a.u.



The following is a quantum chemistry calculation of 2 unconnected molecules or ions with the total composition CH2NO2, from OMol25.

Structure (XYZ):
```
6
CH2NO2 (the ωB97M-V functional and the def2-TZVPD basis)
N -0.55222 0.57619 -0.29489
C -0.40012 -0.40383 -0.95782
O 0.69947 1.02558 2.07188
O -0.12025 -1.45623 -1.49633
H 0.10027 0.48498 1.50594
H 1.36148 1.29561 1.43574
```

Calculated values
Kohn-Sham gap	8.5	eV
highest occupied orbital energy	-3.98	eV
total charge	-1
multiplicity	1
M	60.0	g/mol
energy relative to the best compared isomer or geometry (same formula, charge and spin)	5.65	kcal/mol
E_tot	-244.60834	a.u.



The following is a quantum chemistry calculation of a molecular structure, C4H3NO3, from OMol25.

Structure (XYZ):
```
11
C4H3NO3 (the ωB97M-V functional and the def2-TZVPD basis)
C -0.01817 1.47677 0.52005
C -0.00825 0.11763 0.41766
C -0.23178 -2.19384 0.42507
C 0.10055 -0.42159 -0.81429
H 1.07441 1.87652 -1.23014
H -0.68446 2.16365 1.40047
H 0.23536 0.44062 -1.71637
N -0.21653 -1.64450 -0.86156
O 0.31591 2.38936 -0.40103
O -0.51960 -0.93731 1.19690
O -0.04744 -3.26730 1.06325
```

Calculated values
Kohn-Sham gap	8.6	eV
highest occupied orbital energy	-9.56	eV
total charge	0
multiplicity	1
M	113.1	g/mol
energy relative to the best compared isomer or geometry (same formula, charge and spin)	120.63	kcal/mol
E_tot	-434.53510	a.u.